Record 1
Below is C29H25CdClF5N5O4S2 as an isolated structure, with properties calculated with wB97M-V/def2-TZVPD.

## Properties
spin multiplicity	1
lowest unoccupied orbital energy	3.6	eV
total charge	-2
DFT total energy	-98460.7139	eV
relative energy (zero: lowest compared OMol25 entry of this formula, charge and spin)	173.92	kcal/mol

Last column: Mulliken charge in e.
Geometry (Å):
Cd -0.07502 0.46675 -0.98770  2.615
C -2.04826 -0.90172 2.01717  -0.759
C -2.72996 0.33737 2.61487  -0.741
N -2.75696 1.52031 1.77739  0.088
C -2.14025 2.72615 2.28356  -1.000
C -0.73963 3.05154 1.71826  -0.796
N 0.07888 1.86762 1.61285  0.355
C 0.38397 1.14375 2.82557  -0.695
C 0.31875 -0.37130 2.53367  -0.836
N -0.69745 -0.68039 1.54501  0.242
H -2.62948 -1.24354 1.15606  0.194
H -2.09291 -1.70026 2.78519  0.391
H -2.27141 0.55763 3.58541  0.315
H -3.77397 0.04521 2.82476  0.436
H -2.38724 1.31529 0.85416  -0.076
H -2.11006 2.66983 3.37802  0.428
H -2.79215 3.57097 2.02590  0.411
H -0.29274 3.84480 2.35470  0.420
H -0.85567 3.43520 0.70246  0.325
H 0.90887 2.02505 1.05717  0.150
H -0.34130 1.41732 3.59237  0.390
H 1.38447 1.37450 3.22744  -0.007
H 0.18183 -0.93041 3.47780  0.307
H 1.27434 -0.64883 2.08949  0.214
H -0.40611 -1.50487 1.02374  0.172
S -2.80830 -0.03171 -1.39339  -0.636
C -2.72689 -1.68405 -2.03665  -0.481
C -3.89188 -2.20644 -2.57683  -0.518
C -4.02689 -3.56189 -2.85837  0.361
C -5.22209 -4.11151 -3.33457  -0.199
N -6.20040 -4.59778 -3.70273  -0.621
C -2.93054 -4.43156 -2.59003  0.676
C -1.74265 -3.88244 -2.11978  -0.942
C -1.59184 -2.52171 -1.84765  1.086
S -0.03748 -2.04187 -1.26052  -0.778
C -3.04799 -5.81961 -2.74536  -0.082
N -3.11599 -6.96872 -2.83360  -0.617
H -4.73209 -1.54583 -2.74018  0.598
H -0.89584 -4.52429 -1.92661  0.510
C 5.67032 -1.56521 0.60076  -1.674
C 5.08188 -0.63968 1.61900  1.316
C 4.90523 -1.07450 2.92349  -0.905
C 4.38099 -0.22999 3.88447  0.463
Cl 4.19336 -0.80747 5.50857  -0.282
C 4.02795 1.06965 3.57533  -0.825
C 4.19281 1.50677 2.27442  -0.026
C 4.70793 0.67013 1.28731  0.003
O 4.96237 1.23724 0.06640  -0.592
C 4.22827 0.79520 -1.07263  -0.601
C 2.71809 0.60081 -0.75794  0.497
O 2.41793 -0.17681 0.15106  -0.760
O 1.92813 1.27054 -1.45566  -0.944
H 6.22049 -2.36889 1.08673  0.491
H 6.33932 -1.02201 -0.06471  0.336
H 4.87142 -2.00588 0.00433  0.233
H 5.18805 -2.08164 3.19385  0.396
H 3.62976 1.72664 4.33407  0.437
H 3.91180 2.51116 1.99454  0.438
H 4.63162 -0.14723 -1.46474  0.232
H 4.34540 1.58223 -1.81922  0.335
F -2.94896 1.79296 -5.84413  -0.266
C -1.71403 1.46016 -5.27367  -1.418
C -1.15910 2.37246 -4.25157  1.091
F 0.21459 2.45790 -4.17739  -0.298
C -1.82530 3.42943 -3.39324  -1.089
F -3.04759 3.87973 -3.95038  -0.268
C -1.99073 2.45222 -2.30697  0.435
O -1.22904 2.37930 -1.31800  -0.547
C -2.72684 1.19634 -2.77205  1.068
F -4.00866 1.38021 -3.22376  -0.354
C -1.73657 0.93209 -3.90721  0.557
F -0.80055 -0.04241 -3.56009  -0.376


Record 2
Below is C29H25ClOsPSe as an isolated structure, with properties calculated with wB97M-V/def2-TZVPD.

## Properties
spin multiplicity	5
<S²>	6.0184
lowest unoccupied orbital energy (spin up / spin down)	-2.6 / -5.9	eV
total charge	+1
DFT total energy	-120093.8890	eV
relative energy (zero: lowest compared OMol25 entry of this formula, charge and spin)	0.00	kcal/mol

Last column: Mulliken charge in e.
Geometry (Å):
C -0.71470 -1.48558 2.53458  -0.834
C -0.71049 -1.94168 1.20212  -0.224
C 0.67557 -2.06438 0.78873  -0.485
H -1.63895 -2.14330 0.67645  0.470
C 1.50115 -1.68217 1.88558  -1.249
C 0.64178 -1.32496 2.96364  -0.058
H 0.94873 -0.99285 3.95460  0.534
H -1.60792 -1.28258 3.13014  0.501
H 1.04849 -2.39732 -0.16962  1.003
H 2.59080 -1.65680 1.90128  0.416
Os 0.24103 -0.08901 1.29801  0.981
Cl 2.18609 1.31043 1.08048  -0.409
P 0.26894 0.16491 -1.11985  1.253
C 1.38401 -0.93652 -2.11511  0.014
C 0.94860 -1.54555 -3.31381  -0.176
H -0.09525 -1.50406 -3.62701  0.237
C 1.86804 -2.15585 -4.17141  -0.598
H 1.51582 -2.58964 -5.11074  0.435
C 3.22210 -2.21063 -3.82773  -0.597
H 3.93485 -2.70253 -4.49826  0.387
C 3.65514 -1.66519 -2.61250  -0.702
H 4.70959 -1.73354 -2.32625  0.418
C 2.74589 -1.03097 -1.75775  -0.091
H 3.11696 -0.58122 -0.83227  0.410
C -1.34612 -0.26068 -1.92936  0.098
C -1.92414 -1.53039 -1.70601  -0.455
H -1.40417 -2.31219 -1.14209  0.769
C -3.15525 -1.86609 -2.26525  -0.998
H -3.65201 -2.78201 -1.93409  0.431
C -3.71736 -1.03942 -3.25312  -0.541
H -4.66344 -1.32039 -3.72819  0.399
C -3.05785 0.14341 -3.61290  -0.796
H -3.45807 0.77389 -4.41182  0.432
C -1.89534 0.54755 -2.94776  -0.015
H -1.38546 1.46252 -3.26374  0.229
C 0.69230 1.74968 -1.91424  0.244
C 1.31857 1.78951 -3.17689  0.022
H 1.71052 0.88566 -3.64907  0.199
C 1.41507 2.99820 -3.86119  -0.719
H 1.90086 3.01740 -4.83892  0.435
C 0.89637 4.16291 -3.27802  -0.523
H 0.97793 5.11057 -3.81969  0.389
C 0.30890 4.13060 -2.00493  -0.706
H -0.07617 5.04421 -1.54233  0.414
C 0.21696 2.92840 -1.30470  -0.372
H -0.24396 2.90371 -0.31168  0.311
Se -0.43400 1.64689 3.02068  0.066
C -0.76400 1.01311 4.88053  0.126
C -2.04729 0.60421 5.30316  -0.348
C -2.26078 0.14674 6.61548  -0.481
C -1.21930 0.13222 7.54925  -0.426
C 0.03186 0.63985 7.16684  -0.370
C 0.24704 1.10943 5.85973  -0.417
H -2.87533 0.64827 4.59028  0.440
H -3.25141 -0.19551 6.92119  0.367
H -1.37034 -0.26665 8.56085  0.385
H 0.84528 0.67788 7.90755  0.360
H 1.20385 1.54751 5.58716  0.418


Record 3
Below is a 2-piece molecular cluster, C29H25N2O4 overall, with properties calculated with wB97M-V/def2-TZVPD.

## Properties
spin multiplicity	1
lowest unoccupied orbital energy	1.3	eV
total charge	-1
DFT total energy	-41649.2981	eV

Last column: Mulliken charge in e.
Geometry (Å):
C -4.53043 1.15360 -2.67639  -1.148
C -3.25239 1.96269 -2.72553  -0.245
O -2.17045 1.10441 -2.30553  -0.265
C -0.93050 1.67879 -2.46056  0.415
C 0.07665 0.65250 -2.58593  -0.764
C 1.41800 0.88405 -2.87466  0.983
C 2.00430 2.19673 -2.88046  -0.575
C 3.37394 2.35580 -3.00524  -0.614
C 4.21729 1.23858 -3.15658  0.413
C 5.64480 1.34344 -3.13220  0.143
N 6.81383 1.39399 -3.09524  -0.655
C 3.64731 -0.03637 -3.32083  -0.534
C 2.28621 -0.22192 -3.18820  -0.704
O -0.78093 2.89750 -2.51324  -0.749
H -5.35283 1.71245 -2.21701  0.289
H -4.81570 0.91227 -3.70335  0.334
H -4.38586 0.22181 -2.12055  0.245
H -3.04709 2.30804 -3.75038  0.471
H -3.30147 2.80525 -2.01975  0.230
H -0.28431 -0.36584 -2.59048  0.218
H 1.33585 3.05166 -2.76761  0.477
H 3.81580 3.35226 -2.97485  0.400
H 4.30191 -0.88649 -3.53400  0.365
H 1.82980 -1.21081 -3.30466  0.317
C 5.01413 -2.92308 2.12809  -0.979
N 3.76465 -2.65698 2.82106  0.270
C 3.46279 -3.59153 3.89034  -1.008
C 2.82256 -1.73119 2.35454  -0.103
C 1.83834 -2.11235 1.41226  -0.513
C 0.83856 -1.23264 1.04684  -0.460
C 0.82748 0.09675 1.52874  0.593
C -0.23821 0.99628 1.17261  -0.387
C -1.56496 0.68769 1.16891  0.696
C -2.61551 1.68336 0.82247  -0.534
O -2.44062 2.80010 0.35002  -0.679
C -3.92425 1.02095 1.12774  0.303
C -3.70157 -0.27975 1.59226  -0.333
C -4.76122 -1.13276 1.88292  -0.341
C -6.06633 -0.67854 1.67522  -0.506
C -6.29838 0.63853 1.23295  -0.488
C -5.22631 1.50330 0.98695  -0.272
C -2.23729 -0.54588 1.68545  0.858
O -1.74292 -1.58073 2.11874  -0.698
C 1.90804 0.52395 2.35022  -0.772
C 2.84792 -0.38259 2.80280  -0.287
H 5.24624 -2.10104 1.43939  0.301
H 5.81326 -3.01376 2.87907  0.318
H 4.96893 -3.86714 1.55806  0.288
H 2.59356 -3.24269 4.46303  0.274
H 3.25077 -4.60032 3.49736  0.302
H 4.34170 -3.64328 4.54955  0.339
H 1.86109 -3.12241 1.00018  0.394
H 0.05543 -1.57528 0.37157  0.390
H 0.02182 2.02765 0.94869  0.435
H -4.54444 -2.13527 2.24422  0.479
H -6.91071 -1.34244 1.85935  0.381
H -7.31894 0.99045 1.07997  0.389
H -5.37394 2.53993 0.68666  0.496
H 1.94121 1.56934 2.66894  0.415
H 3.63336 -0.09097 3.50609  0.393


Record 4
Below is a 2-piece molecular cluster, C29H25NO5 overall, with properties calculated with wB97M-V/def2-TZVPD.

## Properties
spin multiplicity	1
lowest unoccupied orbital energy	-3.0	eV
DFT total energy	-42199.4602	eV
relative energy (zero: lowest compared OMol25 entry of this formula, charge and spin)	82.41	kcal/mol

Last column: Mulliken charge in e.
Geometry (Å):
C 7.68588 -2.76009 0.42714  -0.794
O 6.64418 -3.23585 1.30993  -0.437
C 5.41568 -2.65038 1.27955  0.906
C 4.39360 -3.27557 2.03268  -0.837
C 3.09519 -2.80784 1.97745  -0.445
C 2.78867 -1.58241 1.32286  0.082
C 1.43031 -1.03737 1.25550  0.210
C 0.31584 -1.90984 1.28340  -0.436
C -1.01213 -1.52232 1.29540  -0.196
C -2.13592 -2.41815 1.22419  0.625
C -3.45965 -1.89547 1.22579  -0.422
C -4.56602 -2.73847 1.16938  -0.623
C -4.39188 -4.12933 1.08446  -0.335
C -3.09700 -4.66602 1.07175  -0.692
C -1.98057 -3.82906 1.12913  -0.328
C 1.25303 0.41339 1.17926  0.273
C 2.05305 1.23135 2.01786  -0.057
C 1.81958 2.58037 2.12746  -0.896
C 0.88530 3.20822 1.27248  1.029
O 0.76638 4.55584 1.41556  -0.462
C -0.07060 5.29304 0.50103  -0.787
C 0.16823 2.42911 0.33601  -0.427
C 0.29311 1.04566 0.35597  -1.357
C 3.85654 -0.90968 0.67127  -0.358
C 5.12161 -1.46649 0.56240  -0.695
H 8.54167 -3.38794 0.67646  0.244
H 7.40970 -2.90207 -0.62785  0.352
H 7.92636 -1.70375 0.61241  0.321
H 4.67810 -4.14933 2.61709  0.419
H 2.31385 -3.36905 2.49264  0.427
H 0.55094 -2.97346 1.32096  0.254
H -1.25683 -0.46633 1.40111  0.653
H -3.60270 -0.81221 1.25497  0.344
H -5.57537 -2.32149 1.17307  0.374
H -5.25981 -4.78704 1.00521  0.372
H -2.96067 -5.74793 0.99824  0.369
H -0.97738 -4.25456 1.08567  0.314
H 2.82882 0.77520 2.63481  0.519
H 2.35535 3.20002 2.84048  0.435
H 0.02713 6.32172 0.84834  0.270
H 0.29513 5.20035 -0.53261  0.353
H -1.11943 4.96549 0.56306  0.361
H -0.47888 2.91294 -0.39657  0.084
H -0.34591 0.46021 -0.30896  1.174
H 3.67870 0.05239 0.18789  0.430
H 5.88697 -1.00368 -0.06358  0.363
O -2.06438 1.15992 -2.27299  -0.658
C -2.72317 2.06134 -2.81600  0.659
C -3.63525 1.82374 -3.98326  -0.298
N -3.36445 0.79502 -4.93938  0.889
O -4.30160 0.45951 -5.70921  -0.652
O -2.23153 0.28879 -5.02207  -0.582
C -4.76792 2.60907 -4.17248  -0.238
C -4.96644 3.74161 -3.38657  -0.612
C -3.95270 4.17324 -2.50986  -0.186
C -2.79308 3.43767 -2.34651  -0.558
H -5.46041 2.31157 -4.95874  0.412
H -5.89435 4.30101 -3.49366  0.332
H -4.07583 5.10482 -1.95316  0.343
H -1.95704 3.80052 -1.74681  0.178


Please write out number 4 again, unchanged.
Below is a 2-piece molecular cluster, C29H25NO5 overall, with properties calculated with wB97M-V/def2-TZVPD.

## Properties
spin multiplicity	1
lowest unoccupied orbital energy	-3.0	eV
DFT total energy	-42199.4602	eV
relative energy (zero: lowest compared OMol25 entry of this formula, charge and spin)	82.41	kcal/mol

Last column: Mulliken charge in e.
Geometry (Å):
C 7.68588 -2.76009 0.42714  -0.794
O 6.64418 -3.23585 1.30993  -0.437
C 5.41568 -2.65038 1.27955  0.906
C 4.39360 -3.27557 2.03268  -0.837
C 3.09519 -2.80784 1.97745  -0.445
C 2.78867 -1.58241 1.32286  0.082
C 1.43031 -1.03737 1.25550  0.210
C 0.31584 -1.90984 1.28340  -0.436
C -1.01213 -1.52232 1.29540  -0.196
C -2.13592 -2.41815 1.22419  0.625
C -3.45965 -1.89547 1.22579  -0.422
C -4.56602 -2.73847 1.16938  -0.623
C -4.39188 -4.12933 1.08446  -0.335
C -3.09700 -4.66602 1.07175  -0.692
C -1.98057 -3.82906 1.12913  -0.328
C 1.25303 0.41339 1.17926  0.273
C 2.05305 1.23135 2.01786  -0.057
C 1.81958 2.58037 2.12746  -0.896
C 0.88530 3.20822 1.27248  1.029
O 0.76638 4.55584 1.41556  -0.462
C -0.07060 5.29304 0.50103  -0.787
C 0.16823 2.42911 0.33601  -0.427
C 0.29311 1.04566 0.35597  -1.357
C 3.85654 -0.90968 0.67127  -0.358
C 5.12161 -1.46649 0.56240  -0.695
H 8.54167 -3.38794 0.67646  0.244
H 7.40970 -2.90207 -0.62785  0.352
H 7.92636 -1.70375 0.61241  0.321
H 4.67810 -4.14933 2.61709  0.419
H 2.31385 -3.36905 2.49264  0.427
H 0.55094 -2.97346 1.32096  0.254
H -1.25683 -0.46633 1.40111  0.653
H -3.60270 -0.81221 1.25497  0.344
H -5.57537 -2.32149 1.17307  0.374
H -5.25981 -4.78704 1.00521  0.372
H -2.96067 -5.74793 0.99824  0.369
H -0.97738 -4.25456 1.08567  0.314
H 2.82882 0.77520 2.63481  0.519
H 2.35535 3.20002 2.84048  0.435
H 0.02713 6.32172 0.84834  0.270
H 0.29513 5.20035 -0.53261  0.353
H -1.11943 4.96549 0.56306  0.361
H -0.47888 2.91294 -0.39657  0.084
H -0.34591 0.46021 -0.30896  1.174
H 3.67870 0.05239 0.18789  0.430
H 5.88697 -1.00368 -0.06358  0.363
O -2.06438 1.15992 -2.27299  -0.658
C -2.72317 2.06134 -2.81600  0.659
C -3.63525 1.82374 -3.98326  -0.298
N -3.36445 0.79502 -4.93938  0.889
O -4.30160 0.45951 -5.70921  -0.652
O -2.23153 0.28879 -5.02207  -0.582
C -4.76792 2.60907 -4.17248  -0.238
C -4.96644 3.74161 -3.38657  -0.612
C -3.95270 4.17324 -2.50986  -0.186
C -2.79308 3.43767 -2.34651  -0.558
H -5.46041 2.31157 -4.95874  0.412
H -5.89435 4.30101 -3.49366  0.332
H -4.07583 5.10482 -1.95316  0.343
H -1.95704 3.80052 -1.74681  0.178


What did the second record say?
Below is C29H25ClOsPSe as an isolated structure, with properties calculated with wB97M-V/def2-TZVPD.

## Properties
spin multiplicity	5
<S²>	6.0184
lowest unoccupied orbital energy (spin up / spin down)	-2.6 / -5.9	eV
total charge	+1
DFT total energy	-120093.8890	eV
relative energy (zero: lowest compared OMol25 entry of this formula, charge and spin)	0.00	kcal/mol

Last column: Mulliken charge in e.
Geometry (Å):
C -0.71470 -1.48558 2.53458  -0.834
C -0.71049 -1.94168 1.20212  -0.224
C 0.67557 -2.06438 0.78873  -0.485
H -1.63895 -2.14330 0.67645  0.470
C 1.50115 -1.68217 1.88558  -1.249
C 0.64178 -1.32496 2.96364  -0.058
H 0.94873 -0.99285 3.95460  0.534
H -1.60792 -1.28258 3.13014  0.501
H 1.04849 -2.39732 -0.16962  1.003
H 2.59080 -1.65680 1.90128  0.416
Os 0.24103 -0.08901 1.29801  0.981
Cl 2.18609 1.31043 1.08048  -0.409
P 0.26894 0.16491 -1.11985  1.253
C 1.38401 -0.93652 -2.11511  0.014
C 0.94860 -1.54555 -3.31381  -0.176
H -0.09525 -1.50406 -3.62701  0.237
C 1.86804 -2.15585 -4.17141  -0.598
H 1.51582 -2.58964 -5.11074  0.435
C 3.22210 -2.21063 -3.82773  -0.597
H 3.93485 -2.70253 -4.49826  0.387
C 3.65514 -1.66519 -2.61250  -0.702
H 4.70959 -1.73354 -2.32625  0.418
C 2.74589 -1.03097 -1.75775  -0.091
H 3.11696 -0.58122 -0.83227  0.410
C -1.34612 -0.26068 -1.92936  0.098
C -1.92414 -1.53039 -1.70601  -0.455
H -1.40417 -2.31219 -1.14209  0.769
C -3.15525 -1.86609 -2.26525  -0.998
H -3.65201 -2.78201 -1.93409  0.431
C -3.71736 -1.03942 -3.25312  -0.541
H -4.66344 -1.32039 -3.72819  0.399
C -3.05785 0.14341 -3.61290  -0.796
H -3.45807 0.77389 -4.41182  0.432
C -1.89534 0.54755 -2.94776  -0.015
H -1.38546 1.46252 -3.26374  0.229
C 0.69230 1.74968 -1.91424  0.244
C 1.31857 1.78951 -3.17689  0.022
H 1.71052 0.88566 -3.64907  0.199
C 1.41507 2.99820 -3.86119  -0.719
H 1.90086 3.01740 -4.83892  0.435
C 0.89637 4.16291 -3.27802  -0.523
H 0.97793 5.11057 -3.81969  0.389
C 0.30890 4.13060 -2.00493  -0.706
H -0.07617 5.04421 -1.54233  0.414
C 0.21696 2.92840 -1.30470  -0.372
H -0.24396 2.90371 -0.31168  0.311
Se -0.43400 1.64689 3.02068  0.066
C -0.76400 1.01311 4.88053  0.126
C -2.04729 0.60421 5.30316  -0.348
C -2.26078 0.14674 6.61548  -0.481
C -1.21930 0.13222 7.54925  -0.426
C 0.03186 0.63985 7.16684  -0.370
C 0.24704 1.10943 5.85973  -0.417
H -2.87533 0.64827 4.59028  0.440
H -3.25141 -0.19551 6.92119  0.367
H -1.37034 -0.26665 8.56085  0.385
H 0.84528 0.67788 7.90755  0.360
H 1.20385 1.54751 5.58716  0.418


> Which value of DFT total energy does entry 3 give?

-41649.2981 eV